ORCA calculation (ωB97M-V with the def2-TZVPD basis set) on a molecular structure, C26H29CaN2O12 at a distorted geometry.

**2S+1**: 1
**E_HOMO**: -9.19 eV
**Charge**: +1
**HOMO-LUMO gap**: 3.84 eV

Each line ends with the Löwdin charge.
Atoms and positions in Å:
Ca (-2.836, -1.078, 1.854)  1.719
O (-0.128, -0.210, -1.390)  0.149
C (-0.881, -0.298, -0.281)  -0.771
O (-1.176, -1.380, 0.271)  -0.167
O (-1.561, 0.715, 0.041)  -0.082
H (0.031, -1.155, -1.591)  0.100
C (-1.005, -3.857, 2.750)  -0.614
O (-1.928, -3.270, 2.157)  -0.144
N (0.095, -3.213, 3.259)  0.189
N (-0.997, -5.195, 2.979)  0.197
H (0.602, -3.672, 3.995)  0.117
H (0.047, -2.211, 3.332)  0.093
H (-0.167, -5.672, 3.269)  0.121
H (-1.761, -5.621, 2.471)  0.128
C (0.280, -4.155, -1.557)  -0.010
C (0.061, -5.531, -1.583)  -0.003
C (0.692, -6.315, -2.564)  -0.325
C (1.568, -5.747, -3.486)  -0.003
C (1.773, -4.369, -3.452)  -0.016
C (1.183, -3.619, -2.465)  -0.315
O (1.595, -2.320, -2.237)  0.014
O (0.495, -7.649, -2.433)  0.045
H (0.016, -3.598, -0.667)  0.098
H (-0.516, -6.035, -0.821)  0.109
H (1.947, -6.367, -4.287)  0.119
H (2.547, -3.950, -4.083)  0.123
H (2.449, -2.078, -2.603)  0.117
H (0.719, -8.253, -3.142)  0.112
C (-6.187, 3.784, -1.082)  -0.012
C (-4.980, 3.826, -0.380)  -0.021
C (-3.833, 3.168, -0.814)  -0.318
C (-3.912, 2.330, -1.939)  -0.003
C (-5.152, 2.183, -2.564)  -0.024
C (-6.247, 2.852, -2.107)  -0.332
O (-7.462, 2.554, -2.718)  0.031
O (-2.678, 3.172, -0.062)  0.004
H (-7.045, 4.228, -0.595)  0.116
H (-4.879, 4.389, 0.541)  0.116
H (-2.985, 1.895, -2.288)  0.115
H (-5.168, 1.558, -3.447)  0.121
H (-8.084, 3.231, -2.429)  0.097
H (-2.377, 2.244, -0.035)  0.025
C (2.899, 0.158, 0.498)  -0.001
C (2.158, 0.232, 1.659)  -0.038
C (2.760, 0.557, 2.861)  -0.336
C (4.093, 0.925, 2.904)  -0.001
C (4.856, 0.806, 1.744)  -0.004
C (4.255, 0.428, 0.536)  -0.308
O (5.008, 0.250, -0.606)  0.045
O (2.069, 0.570, 4.047)  0.029
H (2.574, -0.185, -0.477)  0.113
H (1.129, -0.118, 1.686)  0.095
H (4.652, 1.287, 3.754)  0.123
H (5.908, 1.055, 1.823)  0.119
H (5.908, 0.206, -0.253)  0.103
H (1.121, 0.481, 3.958)  0.078
C (1.274, 3.690, 1.769)  -0.037
C (0.596, 3.093, 0.705)  -0.034
C (0.664, 3.606, -0.576)  -0.313
C (1.453, 4.764, -0.753)  0.001
C (2.196, 5.316, 0.283)  -0.002
C (2.086, 4.766, 1.557)  -0.331
O (2.809, 5.323, 2.586)  0.036
O (0.050, 3.034, -1.632)  0.058
H (1.145, 3.358, 2.794)  0.112
H (-0.004, 2.241, 0.999)  0.086
H (1.502, 5.245, -1.721)  0.117
H (2.605, 6.267, -0.031)  0.118
H (2.450, 5.128, 3.454)  0.095
H (-0.373, 2.204, -1.386)  0.060

***

ORCA calculation (ωB97M-V with the def2-TZVPD basis set) on a molecular structure, C26H29F3N3O2PSSn.

**2S+1**: 1
**E_HOMO**: -15.03 eV
**Charge**: +2
**ΔE to the lowest compared entry with this formula, charge and spin**: 0.0000 eV
**HOMO-LUMO gap**: 8.82 eV

Each line ends with the Löwdin charge.
Atoms and positions in Å:
Sn (-0.437, -1.080, -0.655)  1.035
F (-3.066, -4.645, 3.921)  0.179
C (-2.710, -4.254, 2.702)  -0.616
F (-2.037, -5.253, 2.116)  0.155
F (-3.818, -4.034, 1.986)  0.155
C (-1.855, -3.005, 2.755)  -0.086
C (-1.465, -2.454, 3.963)  0.060
C (-0.660, -1.319, 3.990)  -0.001
C (-0.277, -0.760, 2.794)  -0.086
N (-0.666, -1.282, 1.621)  -0.097
C (-1.423, -2.394, 1.580)  -0.629
S (-1.752, -2.981, -0.056)  0.781
H (-1.788, -2.918, 4.885)  0.144
H (-0.343, -0.880, 4.925)  0.127
H (0.346, 0.125, 2.746)  0.127
O (0.882, -0.289, -4.388)  0.148
C (0.817, -0.838, -3.332)  -0.642
O (-0.337, -1.042, -2.684)  -0.226
C (2.082, -1.343, -2.601)  -0.187
P (2.068, -0.916, -0.834)  1.007
C (2.626, 0.766, -0.602)  -0.367
C (3.147, 1.155, 0.634)  -0.083
C (3.537, 2.471, 0.823)  -0.047
C (3.408, 3.390, -0.212)  -0.037
C (2.888, 3.000, -1.440)  -0.047
C (2.492, 1.688, -1.643)  -0.065
C (3.004, -2.073, 0.148)  -0.371
C (4.400, -1.990, 0.115)  -0.069
C (5.153, -2.928, 0.799)  -0.037
C (4.521, -3.941, 1.512)  -0.029
C (3.136, -4.025, 1.543)  -0.043
C (2.373, -3.091, 0.861)  -0.084
H (2.980, -0.966, -3.089)  0.121
H (2.086, -2.436, -2.650)  0.122
H (3.272, 0.433, 1.432)  0.112
H (3.959, 2.777, 1.771)  0.120
H (3.729, 4.412, -0.065)  0.122
H (2.809, 3.714, -2.249)  0.123
H (2.112, 1.393, -2.615)  0.110
H (4.896, -1.200, -0.437)  0.122
H (6.232, -2.873, 0.775)  0.124
H (5.114, -4.673, 2.043)  0.124
H (2.651, -4.822, 2.090)  0.121
H (1.291, -3.176, 0.874)  0.076
C (-1.084, 3.979, -0.359)  -0.046
C (-2.392, 3.289, 0.001)  -0.178
N (-2.891, 2.434, -1.088)  -0.046
C (-3.888, 3.073, -1.976)  -0.175
C (-5.300, 2.967, -1.428)  -0.047
C (-2.455, 1.210, -1.277)  -0.346
C (-3.017, 0.375, -2.382)  0.023
N (-1.524, 0.676, -0.476)  0.007
H (-0.772, 4.630, 0.457)  0.092
H (-1.206, 4.595, -1.250)  0.089
H (-0.282, 3.265, -0.555)  0.059
H (-3.172, 4.023, 0.194)  0.128
H (-2.314, 2.700, 0.918)  0.123
H (-3.805, 2.642, -2.970)  0.120
H (-3.581, 4.115, -2.066)  0.131
H (-5.615, 1.928, -1.326)  0.080
H (-5.992, 3.466, -2.105)  0.095
H (-5.388, 3.446, -0.453)  0.082
H (-4.081, 0.559, -2.501)  0.096
H (-2.872, -0.683, -2.179)  0.066
H (-2.507, 0.597, -3.321)  0.119
H (-1.237, 1.271, 0.291)  0.059

***

ORCA calculation (ωB97M-V with the def2-TZVPD basis set) on a single C26H29F3N6O5S molecule at a distorted geometry.

**2S+1**: 1
**Structure (SMILES)**: CCN(C(=O)CN1CCN(S(=O)(=O)c2ccccc2C(F)(F)F)CC1)c1c(N)n(Cc2ccccc2)c(=O)[nH]c1=O
**E_HOMO**: -8.31 eV
**Charge**: 0
**HOMO-LUMO gap**: 8.24 eV

Each line ends with the Löwdin charge.
Atoms and positions in Å:
C (-1.929, -2.067, 3.843)  -0.065
C (-1.924, -0.573, 4.141)  -0.174
N (-1.128, 0.158, 3.165)  -0.013
C (-1.745, 1.030, 2.328)  -0.402
O (-2.951, 1.169, 2.335)  0.065
C (-0.781, 1.766, 1.399)  -0.080
N (-1.366, 2.745, 0.499)  -0.134
C (-0.393, 3.259, -0.438)  -0.147
C (0.008, 2.218, -1.512)  -0.157
N (-1.083, 1.289, -1.756)  -0.231
S (-0.937, -0.291, -1.327)  0.712
O (-1.757, -0.672, -0.205)  -0.269
O (0.452, -0.635, -1.230)  -0.268
C (-1.701, -1.084, -2.759)  -0.176
C (-3.009, -1.505, -2.590)  -0.053
C (-3.707, -2.079, -3.640)  -0.045
C (-3.088, -2.239, -4.868)  -0.048
C (-1.775, -1.836, -5.041)  0.004
C (-1.077, -1.250, -3.989)  -0.081
C (0.365, -0.872, -4.199)  -0.581
F (0.694, -0.865, -5.506)  0.133
F (0.673, 0.351, -3.754)  0.145
F (1.200, -1.745, -3.625)  0.151
C (-2.401, 1.868, -1.607)  -0.146
C (-2.611, 2.431, -0.184)  -0.143
C (0.281, 0.067, 3.321)  -0.124
C (1.049, -0.698, 2.470)  -0.218
N (0.502, -1.462, 1.492)  0.210
N (2.411, -0.765, 2.642)  0.054
C (3.237, -1.491, 1.692)  -0.079
C (3.324, -0.802, 0.351)  -0.215
C (3.266, 0.582, 0.259)  -0.028
C (3.390, 1.207, -0.969)  -0.090
C (3.581, 0.455, -2.116)  -0.086
C (3.646, -0.924, -2.029)  -0.085
C (3.510, -1.549, -0.804)  -0.042
C (3.065, -0.125, 3.685)  -0.479
O (4.262, -0.200, 3.842)  0.084
N (2.256, 0.588, 4.519)  0.216
C (0.871, 0.771, 4.427)  -0.415
O (0.299, 1.472, 5.235)  0.081
H (-2.340, -2.248, 2.852)  0.073
H (-0.921, -2.473, 3.883)  0.067
H (-2.542, -2.585, 4.576)  0.073
H (-2.937, -0.170, 4.085)  0.119
H (-1.517, -0.377, 5.137)  0.122
H (-0.084, 2.319, 2.043)  0.145
H (-0.199, 1.001, 0.861)  0.097
H (-0.844, 4.130, -0.922)  0.123
H (0.494, 3.590, 0.105)  0.123
H (0.867, 1.621, -1.207)  0.080
H (0.258, 2.712, -2.457)  0.126
H (-3.455, -1.390, -1.615)  0.114
H (-4.726, -2.402, -3.496)  0.113
H (-3.620, -2.686, -5.693)  0.111
H (-1.287, -1.972, -5.994)  0.124
H (-3.132, 1.092, -1.830)  0.109
H (-2.490, 2.655, -2.363)  0.129
H (-3.186, 3.362, -0.251)  0.124
H (-3.171, 1.731, 0.429)  0.097
H (1.021, -1.580, 0.632)  0.078
H (-0.486, -1.307, 1.325)  0.072
H (2.862, -2.513, 1.587)  0.135
H (4.236, -1.529, 2.141)  0.136
H (3.131, 1.177, 1.152)  0.120
H (3.347, 2.285, -1.029)  0.108
H (3.676, 0.946, -3.073)  0.108
H (3.795, -1.517, -2.918)  0.105
H (3.554, -2.627, -0.742)  0.118
H (2.718, 1.059, 5.289)  0.171

***

ORCA calculation (ωB97M-V with the def2-TZVPD basis set) on 5 unconnected molecules or ions with the total composition C26H29F4N5O13 at a distorted geometry.

**2S+1**: 1
**Structure (SMILES)**: CN(C)C(=O)C[C@@H](C#N)[C@@](C#N)(CN)c1cccnc1.O=C1OC[C@@H](F)O1.O=C1OC[C@@H](F)O1.O=C1OC[C@@H](F)O1.O=C1OC[C@@H](F)O1
**E_HOMO**: -8.51 eV
**Charge**: 0
**HOMO-LUMO gap**: 8.76 eV

Each line ends with the Löwdin charge.
Atoms and positions in Å:
C (-0.021, -4.697, 0.579)  -0.065
N (0.800, -3.865, -0.321)  -0.144
C (1.436, -2.715, 0.344)  -0.073
C (0.118, -3.502, -1.521)  -0.425
O (0.303, -4.159, -2.515)  0.120
C (-0.835, -2.302, -1.647)  -0.037
C (-2.351, -2.660, -1.589)  -0.209
C (-2.637, -4.113, -1.464)  -0.175
N (-2.821, -5.256, -1.424)  0.203
C (-3.118, -1.836, -0.509)  -0.318
C (-2.459, -1.892, 0.811)  -0.184
N (-1.948, -1.950, 1.852)  0.216
C (-3.170, -0.339, -1.076)  -0.177
N (-2.857, 0.694, -0.113)  0.027
C (-4.572, -2.305, -0.393)  -0.171
C (-5.130, -2.658, 0.834)  0.005
C (-6.458, -3.018, 0.772)  -0.067
C (-7.191, -3.075, -0.387)  -0.140
N (-6.648, -2.773, -1.558)  0.090
C (-5.394, -2.394, -1.500)  -0.126
H (0.073, -5.737, 0.241)  0.089
H (-1.082, -4.426, 0.612)  0.054
H (0.403, -4.676, 1.585)  0.083
H (1.380, -2.769, 1.436)  0.088
H (2.501, -2.725, 0.075)  0.093
H (1.053, -1.728, 0.037)  0.043
H (-0.649, -1.874, -2.646)  0.112
H (-0.632, -1.488, -0.942)  0.102
H (-2.799, -2.357, -2.541)  0.143
H (-4.173, -0.126, -1.456)  0.120
H (-2.488, -0.253, -1.928)  0.121
H (-1.869, 0.755, 0.084)  0.073
H (-3.412, 0.634, 0.729)  0.080
H (-4.561, -2.650, 1.756)  0.112
H (-6.958, -3.281, 1.703)  0.108
H (-8.232, -3.381, -0.354)  0.109
H (-4.943, -2.115, -2.456)  0.126
O (-1.321, 0.186, -5.401)  0.181
C (-0.168, -0.080, -5.396)  -0.547
O (0.711, 0.292, -6.359)  0.077
C (2.015, -0.101, -5.922)  -0.053
C (1.701, -1.209, -4.951)  -0.311
F (2.609, -1.259, -3.949)  0.083
O (0.449, -0.807, -4.419)  0.109
H (2.507, 0.745, -5.438)  0.146
H (2.625, -0.434, -6.758)  0.141
H (1.605, -2.197, -5.406)  0.179
O (1.912, 0.086, -0.290)  0.146
C (2.323, 0.432, 0.768)  -0.542
O (1.841, 1.486, 1.474)  0.072
C (2.506, 1.482, 2.744)  -0.058
C (3.763, 0.724, 2.437)  -0.311
F (4.185, 0.014, 3.517)  0.076
O (3.347, -0.180, 1.427)  0.139
H (1.881, 0.972, 3.479)  0.149
H (2.702, 2.493, 3.089)  0.132
H (4.577, 1.338, 2.063)  0.145
O (-0.154, 3.091, 4.315)  0.178
C (-0.617, 3.546, 3.326)  -0.552
O (-0.005, 4.483, 2.556)  0.068
C (-0.811, 4.668, 1.389)  -0.051
C (-2.164, 4.207, 1.866)  -0.318
F (-2.880, 3.647, 0.865)  0.071
O (-1.833, 3.206, 2.813)  0.133
H (-0.426, 4.049, 0.577)  0.147
H (-0.809, 5.709, 1.072)  0.140
H (-2.762, 4.983, 2.350)  0.174
O (4.386, 3.453, 1.216)  0.182
C (5.171, 4.051, 1.872)  -0.537
O (5.918, 5.086, 1.423)  0.086
C (6.630, 5.618, 2.545)  -0.048
C (6.657, 4.442, 3.487)  -0.311
F (6.629, 4.840, 4.780)  0.084
O (5.442, 3.777, 3.181)  0.130
H (6.080, 6.465, 2.957)  0.148
H (7.625, 5.950, 2.257)  0.142
H (7.495, 3.759, 3.335)  0.177